# C3H12N4O

A molecular structure, C3H12N4O (ωB97M-V/def2-TZVPD, the Open Molecules 2025 dataset).

Atoms and positions in Å:
C 0.069 -0.557 -0.003
C -2.846 -0.264 -0.744
C 0.155 -0.562 1.498
N 0.100 0.575 -0.767
N 1.842 -0.964 -0.553
N 0.593 1.679 -0.193
N 2.843 -0.171 -0.089
O -1.839 0.530 -0.231
H 1.782 -0.857 -1.566
H -0.386 -1.403 -0.499
H 0.288 1.872 0.759
H 0.470 2.483 -0.794
H 2.838 0.136 0.876
H 3.029 0.682 -0.626
H -3.417 0.286 -1.510
H -3.597 -0.527 0.022
H -2.470 -1.206 -1.189
H 0.265 -1.587 1.847
H 1.033 -0.015 1.845
H -0.753 -0.130 1.916

The energy above the lowest of the compared OMol25 structures with the same formula, charge and spin comes out at 7.181 eV. Its total charge is 0. The HOMO energy (alpha / beta) comes out at -7.3 / -7.0 eV. The calculation puts the frontier orbital gap (alpha / beta) at 7.6 / 7.3 eV.